Computed, not measured: a molecular structure, C2H5O3Pb in a non-equilibrium geometry, with ωB97M-V with the def2-TZVPD basis set.

## Properties
Highest occupied orbital energy (spin up / spin down), eV: -14.354 / -14.354
Gap between HOMO and LUMO (spin up / spin down), Eh: 0.2906 / 0.2906
Energy, eV: -13530.5099
Energy above the lowest of the compared OMol25 structures with the same formula, charge and spin, kcal/mol: 27.9
Net charge: +1
LUMO level (spin up / spin down), eV: -6.45 / -6.45

Last column: Mulliken charge in e.
Positions of all 11 atoms, in Å:
H -3.959 1.128 0.385  0.46
O -2.587 -0.164 0.990  -0.21
O -1.745 0.602 0.132  -0.39
C -3.871 0.190 0.951  -0.39
H -4.505 -0.696 0.855  0.34
Pb -1.367 1.840 1.670  1.15
O -2.696 2.543 3.043  -0.47
C -3.900 2.205 3.398  -0.09
H -4.595 3.043 3.580  0.30
H -4.327 1.006 2.227  0.00
H -3.948 1.480 4.231  0.30